# 1
Here is C22H29AlN6O3Te as an isolated structure from the Open Molecules 2025 dataset. Energies are from ωB97M-V/def2-TZVPD.

Results
Charge: +2
ΔE to the lowest compared entry with this formula, charge and spin in kJ/mol: 0.00
Highest occupied orbital energy in Ha: -0.4924
F_max in eV/Å: 0.7
Frontier orbital gap in eV: 8.36

CARTESIAN COORDINATES (ANGSTROEM)
Al  0.1793  0.5625  -1.5531
N  1.4137  2.3083  -1.4336
C  0.6302  3.4453  -0.8956
C  -0.8141  3.2730  -1.3226
N  -1.2201  1.8827  -0.9914
H  2.2761  2.2045  -0.9059
H  1.6940  2.5044  -2.3912
H  1.0231  4.4083  -1.2199
H  0.6933  3.4167  0.1927
H  -0.9222  3.4066  -2.3996
H  -1.4561  3.9996  -0.8272
H  -2.0952  1.6599  -1.4620
H  -1.4126  1.7962  0.0099
C  -2.5264  -3.3516  -4.3859
N  -2.1721  -2.7220  -3.1015
C  -2.6564  -3.1983  -1.9075
C  -2.3700  -2.6133  -0.7298
C  -1.5197  -1.4551  -0.7450
O  -1.1740  -0.7585  0.2160
N  -1.0301  -1.0331  -1.9601
C  -1.3713  -1.6357  -3.0967
O  -0.9359  -1.2160  -4.2259
H  -3.1792  -4.1935  -4.1817
H  -1.6265  -3.6972  -4.8881
H  -3.0405  -2.6329  -5.0189
H  -3.2859  -4.0731  -1.9857
H  -2.7687  -2.9916  0.1982
Te  1.3174  0.9803  1.5464
C  -0.2489  2.0484  2.4704
C  -1.5289  1.5055  2.5617
C  -2.5473  2.2501  3.1434
C  -2.2946  3.5302  3.6173
C  -1.0195  4.0676  3.5235
C  0.0089  3.3273  2.9552
C  1.4796  -0.6936  2.8183
C  0.5209  -1.7022  2.8396
C  0.6841  -2.7810  3.6977
C  1.7995  -2.8590  4.5199
C  2.7556  -1.8547  4.4920
C  2.5981  -0.7681  3.6434
H  -1.7277  0.5065  2.2001
H  -3.5390  1.8254  3.2331
H  -3.0904  4.1049  4.0727
H  -0.8171  5.0579  3.9102
H  1.0104  3.7390  2.9155
H  -0.3526  -1.6385  2.2048
H  -0.0657  -3.5611  3.7291
H  1.9200  -3.7006  5.1894
H  3.6204  -1.9082  5.1399
H  3.3385  0.0217  3.6374
O  0.0855  0.8759  -3.3577
H  0.2066  1.6693  -3.8877
H  -0.4253  -0.3160  -4.0263
N  3.2553  -2.1495  -1.2242
C  3.6087  -1.5844  -2.4253
C  2.6870  -0.6186  -2.6653
N  1.7892  -0.5861  -1.6122
C  2.1628  -1.5335  -0.7639
H  3.7433  -2.8947  -0.7524
H  4.4628  -1.9133  -2.9912
H  2.5906  0.0346  -3.5141
H  1.6789  -1.7772  0.1712



# 2
Here is a 3-piece molecular cluster, C4H15N2O2 overall at a distorted geometry from the Open Molecules 2025 dataset. Energies are from ωB97M-V/def2-TZVPD.

Results
Charge: +1
ΔE to the lowest compared entry with this formula, charge and spin in kJ/mol: 151.10
Highest occupied orbital energy in Ha: -0.5244
F_max in eV/Å: 5.8
Frontier orbital gap in eV: 11.28

CARTESIAN COORDINATES (ANGSTROEM)
C  -2.0299  0.0819  -1.6113
C  -0.6720  0.6391  -1.0369
C  0.4532  0.0095  -1.9934
N  1.1518  -1.2365  -1.4195
C  1.6329  -1.2209  -0.1982
N  2.2550  -2.2281  0.4089
H  -2.2140  -0.9614  -1.2877
H  -2.1827  0.2437  -2.7288
H  -2.8221  0.5116  -1.0877
H  -0.4724  0.5743  0.0085
H  -0.5211  1.5819  -1.2942
H  1.2359  0.7098  -2.0439
H  0.0092  -0.2629  -2.9533
H  1.0560  -2.1966  -1.6832
H  1.4538  -0.3114  0.4370
H  2.4276  -2.1229  1.3876
H  2.3972  -3.2372  0.0939
H  0.1424  1.1944  2.5515
H  1.2559  0.3768  3.1003
O  0.8976  0.5812  2.2701
H  -2.5784  2.2805  3.0240
H  -1.2186  2.8325  3.2770
O  -1.6574  2.1610  2.7793



# 3
Here is C32H46IrN5O4P as an isolated structure from the Open Molecules 2025 dataset. Energies are from ωB97M-V/def2-TZVPD.

Results
Charge: +4
Highest occupied orbital energy (spin up / spin down) in Ha: -0.7384 / -0.7385
Spin multiplicity: 2
F_max in eV/Å: 0.7
Frontier orbital gap (spin up / spin down) in eV: 6.43 / 4.89

CARTESIAN COORDINATES (ANGSTROEM)
Ir  0.6668  0.1181  0.4918
O  -5.0485  -0.0710  5.3750
N  -4.1471  -0.7948  5.0597
O  -3.9058  -1.8894  5.5136
C  -3.2331  -0.2801  3.9855
C  -3.5609  0.9241  3.4741
C  -2.7575  1.5281  2.4592
C  -3.0138  2.8090  1.9285
C  -2.1503  3.3221  0.9865
C  -1.0695  2.5578  0.5528
N  -0.8523  1.3321  1.0113
C  -1.6529  0.8258  1.9848
C  -1.2937  -0.4424  2.5299
N  -0.1356  -1.0026  2.0380
C  0.2686  -2.1328  2.6003
C  -0.4440  -2.7812  3.6014
C  -1.6175  -2.2527  4.0792
C  -2.0664  -1.0173  3.5526
H  -4.4357  1.4354  3.8571
H  -3.8640  3.3813  2.2796
H  -2.2902  4.3098  0.5687
H  -0.3760  2.9248  -0.1923
H  1.2040  -2.5452  2.2735
H  -0.0541  -3.7067  4.0027
H  -2.1772  -2.7462  4.8590
C  2.5876  -1.6628  -3.7090
C  3.1547  -2.0975  -2.3696
C  3.4772  -3.5926  -2.3944
C  4.3997  -1.3506  -1.9379
P  1.5732  -1.9882  -0.9954
C  2.3475  -2.9707  0.2706
C  2.0612  -4.3266  0.5620
C  2.8092  -4.9994  1.4961
C  3.8306  -4.3315  2.2038
C  4.1043  -2.9792  1.9644
C  3.3998  -2.3186  0.9868
C  -0.0298  -2.6966  -1.6654
C  -0.6415  -1.6549  -2.6162
C  0.1344  -4.0234  -2.4211
C  -0.9914  -2.8978  -0.4882
H  3.4312  -1.6473  -4.4062
H  2.1411  -0.6749  -3.7140
H  1.8709  -2.3804  -4.0996
H  4.1411  -3.7280  -3.2547
H  2.6178  -4.2334  -2.5651
H  4.0189  -3.9214  -1.5086
H  5.1227  -1.4820  -2.7477
H  4.8565  -1.7867  -1.0541
H  4.3128  -0.2757  -1.7757
H  1.2742  -4.8464  0.0333
H  2.6294  -6.0495  1.6889
H  4.4209  -4.8827  2.9261
H  4.8995  -2.4846  2.5056
H  3.6593  -1.2949  0.7347
H  -0.0865  -1.5504  -3.5449
H  -0.7478  -0.6724  -2.1532
H  -1.6436  -2.0009  -2.8754
H  0.7254  -3.9234  -3.3271
H  -0.8646  -4.3398  -2.7299
H  0.5465  -4.8273  -1.8130
H  -1.2347  -1.9554  0.0168
H  -0.6275  -3.6129  0.2505
H  -1.9290  -3.2865  -0.8885
C  2.9369  2.7048  0.3366
C  2.7667  2.2090  1.7293
O  1.6262  1.2650  1.9482
C  1.6352  0.9534  3.4255
C  1.0852  2.1007  4.2394
H  3.7974  3.3764  0.3454
H  2.0786  3.2700  -0.0245
H  3.1739  1.8992  -0.3447
H  2.5510  3.0289  2.4068
H  3.6570  1.6840  2.0778
H  2.6713  0.7130  3.6607
H  1.0397  0.0654  3.5663
H  1.7469  2.9602  4.3010
H  0.9433  1.7403  5.2600
H  0.1132  2.4230  3.8618
C  -1.3575  2.4801  -2.9415
N  0.0927  2.4206  -3.1285
C  0.9680  1.8001  -2.3550
N  2.2510  1.7782  -2.7258
O  0.5376  1.1988  -1.3030
H  -1.7940  2.7819  -3.8897
H  -1.6300  3.2272  -2.1996
H  -1.7521  1.5003  -2.6816
H  0.4503  2.8670  -3.9617
H  2.5876  2.2788  -3.5347
H  2.9254  1.3248  -2.1404



# 4
Here is C5H7N3 as an isolated structure at a distorted geometry from the Open Molecules 2025 dataset. Energies are from ωB97M-V/def2-TZVPD.

Results
ΔE to the lowest compared entry with this formula, charge and spin in kJ/mol: 792.05
Highest occupied orbital energy in Ha: -0.3384
F_max in eV/Å: 7.9
Frontier orbital gap in eV: 9.95

CARTESIAN COORDINATES (ANGSTROEM)
C  -1.4510  -0.1887  0.0838
C  1.1022  1.3668  -0.0506
C  1.3331  -0.0932  0.5232
C  1.1863  -1.5430  -0.0869
C  0.0042  -0.6932  -0.2372
H  -2.3433  -1.5229  -0.1820
H  -1.9802  1.9615  -0.3677
H  1.8546  2.2454  -0.3202
H  1.0981  -0.2025  1.6655
H  1.6188  -1.7301  -1.0389
H  1.3193  -2.1061  0.7369
H  0.1387  0.0483  -1.0433
N  -2.6667  -0.6349  0.0928
N  -1.1329  1.2237  0.3841
N  -0.0811  1.8689  -0.1594



# 5
Here is the molecule C5H11NO at a distorted geometry from the Open Molecules 2025 dataset. Energies are from ωB97M-V/def2-TZVPD.

Results
ΔE to the lowest compared entry with this formula, charge and spin in kJ/mol: 173.62
Highest occupied orbital energy in Ha: -0.3114
F_max in eV/Å: 2.7
Frontier orbital gap in eV: 9.49
SMILES: CN(C)CCC=O

CARTESIAN COORDINATES (ANGSTROEM)
C  1.5122  0.2457  -0.6782
C  0.4681  -0.6353  -0.0280
C  -1.5733  -0.1722  1.3085
C  -1.6255  0.2378  -1.0416
N  -0.7985  0.1914  0.1434
C  2.6414  0.4357  0.3321
O  2.6480  0.2141  1.5096
H  1.9562  -0.2230  -1.5594
H  1.1386  1.2284  -0.9640
H  3.4943  0.9761  -0.1284
H  0.7580  -0.9920  0.9605
H  0.2533  -1.5226  -0.6421
H  -2.3907  0.5398  1.4326
H  -0.9404  -0.1243  2.1933
H  -2.0046  -1.1835  1.2348
H  -1.0301  0.5434  -1.9011
H  -2.4163  0.9767  -0.9039
H  -2.0905  -0.7361  -1.2682